81
Properties=species:S:1:pos:R:3 method="wB97M-V/def2-TZVPD" total_charge=-1 orbital_gap_ev=7.034 e_tot_ev=-70704.9743
C 1.00547 3.96363 -0.98254
C -0.30303 4.06387 -1.77483
I -0.05234 5.41475 -3.47229
C -1.54348 4.45383 -0.94669
Al -3.04027 3.11753 -1.01404
S -4.59084 3.60095 -2.59438
C -2.12882 1.30063 -1.42326
O -1.92808 0.79923 -2.51467
N -1.67005 0.47351 -0.28714
C -0.46656 -0.18505 -0.26134
O -0.11512 -1.05389 0.46318
F 0.38820 0.25368 -1.21894
H 0.93247 4.57076 -0.07104
H 1.88988 4.27809 -1.54256
H 1.14401 2.91177 -0.69098
H -0.46933 3.11534 -2.29919
H -1.24584 4.54679 0.11204
H -1.94788 5.43020 -1.23876
H -3.75593 2.88584 0.41571
H -3.84585 4.36961 -3.39916
H -1.90049 0.88519 0.61353
C 0.52530 -2.37238 -5.69787
C -0.60400 -1.49107 -6.19178
O -0.70810 -1.21348 -7.36587
C -1.55626 -0.99691 -5.13996
H 1.15448 -2.67178 -6.53314
H 1.12029 -1.83189 -4.95949
H 0.11882 -3.25715 -5.20402
H -1.02907 -0.42204 -4.37679
H -2.02380 -1.84498 -4.63525
H -2.32243 -0.36824 -5.58671
C 2.13516 -2.20524 4.78514
C 0.63562 -2.00543 4.70713
O 0.03304 -1.50134 5.63062
C -0.03903 -2.44872 3.44086
H 2.49646 -1.82494 5.73868
H 2.37231 -3.26462 4.68451
H 2.62667 -1.67690 3.96546
H 0.12756 -3.51699 3.29821
H 0.37180 -1.92203 2.57844
H -1.10487 -2.24011 3.50499
C 3.94124 2.33530 3.38681
C 2.52797 2.76803 3.06330
O 2.30154 3.64923 2.26820
C 1.41297 2.04608 3.77562
H 4.64386 2.93089 2.80816
H 4.13880 2.46611 4.45236
H 4.07472 1.27787 3.14982
H 1.51324 2.15466 4.85724
H 1.45354 0.97870 3.55313
H 0.45429 2.44651 3.45483
C -7.02278 0.38561 -2.65789
C -7.82577 1.14200 -1.62395
O -7.35934 2.08625 -1.03801
C -9.23879 0.65698 -1.36949
H -6.03882 0.84058 -2.75218
H -6.92513 -0.66262 -2.36633
H -7.53270 0.41467 -3.62333
H -9.22314 -0.38196 -1.03418
H -9.82079 0.69729 -2.29234
H -9.70831 1.28016 -0.61171
C 2.14376 -6.98153 4.93204
C 2.39995 -6.30593 3.60589
O 1.86625 -5.26178 3.31199
C 3.35577 -6.99940 2.66547
H 1.44335 -6.39125 5.51789
H 1.73594 -7.98092 4.76953
H 3.08042 -7.09443 5.48135
H 2.98767 -7.99949 2.42909
H 4.33188 -7.11246 3.14107
H 3.45691 -6.42022 1.75117
C 4.06903 1.93451 -0.40723
C 4.47002 2.45181 -1.77080
O 4.06866 3.51101 -2.18905
C 5.38661 1.56913 -2.58771
H 3.40630 2.64962 0.07508
H 3.55479 0.97585 -0.50821
H 4.95754 1.78575 0.21124
H 4.91624 0.59821 -2.75394
H 6.31956 1.39615 -2.04721
H 5.59668 2.04306 -3.54353